(1)
Computed, not measured: a molecular structure, C43H42BNO3P2PtTe in a non-equilibrium geometry, with wB97M-V/def2-TZVPD.

Geometry as XYZ:
```
94
Properties=species:S:1:pos:R:3:lowdin_charge:R:1
Pt -0.186 0.064 0.308 0.93
Te -2.600 -1.641 1.991 1.44
C -2.955 -3.521 2.763 -0.55
C -1.989 -4.173 3.518 -0.11
C -2.307 -5.433 4.002 -0.13
N -3.476 -6.047 3.790 0.09
C -4.384 -5.381 3.075 -0.12
C -4.183 -4.114 2.536 -0.12
C -0.506 -1.998 1.516 -0.75
P 0.498 -0.863 2.426 0.89
C 2.198 -1.408 2.482 -0.42
C 3.217 -0.458 2.393 -0.09
C 4.543 -0.866 2.410 -0.05
C 4.849 -2.218 2.505 -0.04
C 3.838 -3.167 2.601 -0.04
C 2.510 -2.766 2.591 -0.09
C -0.066 -0.682 4.109 -0.39
C 0.603 -1.355 5.135 -0.07
C 0.085 -1.320 6.418 -0.04
C -1.081 -0.608 6.684 -0.03
C -1.717 0.106 5.678 -0.05
C -1.202 0.085 4.392 -0.17
P -0.671 -2.059 -0.307 0.83
C -1.792 -3.464 -0.485 -0.45
C -3.056 -3.314 -1.052 -0.11
C -3.904 -4.410 -1.137 -0.05
C -3.487 -5.640 -0.646 -0.05
C -2.221 -5.788 -0.090 -0.05
C -1.359 -4.706 -0.016 -0.08
C 0.769 -2.526 -1.267 -0.35
C 0.509 -3.111 -2.513 -0.07
C 1.560 -3.459 -3.348 -0.04
C 2.869 -3.233 -2.947 -0.04
C 3.131 -2.642 -1.717 -0.05
C 2.087 -2.271 -0.886 -0.09
H -1.023 -3.733 3.733 0.09
H -1.585 -5.981 4.598 0.11
H -5.329 -5.887 2.914 0.12
H -4.964 -3.640 1.957 0.10
H 2.980 0.597 2.317 0.11
H 5.337 -0.133 2.354 0.12
H 5.883 -2.536 2.509 0.12
H 4.083 -4.217 2.688 0.12
H 1.722 -3.506 2.662 0.11
H 1.514 -1.905 4.937 0.11
H 0.592 -1.849 7.214 0.12
H -1.477 -0.587 7.691 0.12
H -2.595 0.697 5.897 0.12
H -1.635 0.723 3.636 0.08
H -3.373 -2.353 -1.437 0.11
H -4.881 -4.304 -1.590 0.12
H -4.147 -6.496 -0.705 0.12
H -1.902 -6.753 0.282 0.12
H -0.364 -4.829 0.395 0.12
H -0.505 -3.302 -2.840 0.11
H 1.354 -3.910 -4.309 0.12
H 3.688 -3.520 -3.594 0.12
H 4.151 -2.470 -1.402 0.11
H 2.318 -1.791 0.054 0.07
C 3.601 1.822 -1.149 0.03
C 2.283 1.835 -0.458 -0.41
C 1.801 3.080 0.182 0.02
O 1.653 0.762 -0.435 -0.12
H 3.870 2.810 -1.519 0.10
H 3.600 1.089 -1.952 0.10
H 4.355 1.525 -0.412 0.11
H 2.595 3.478 0.820 0.12
H 0.887 2.930 0.742 0.07
H 1.626 3.827 -0.598 0.12
C -4.932 6.606 -3.654 -0.06
C -3.847 6.410 -2.595 -0.56
C -4.366 6.952 -1.261 -0.04
C -2.609 7.205 -3.018 -0.04
C -3.468 4.929 -2.424 -0.14
C -4.082 3.916 -3.150 0.01
C -3.753 2.559 -2.994 0.04
C -2.783 2.284 -2.079 -0.17
O -2.251 1.012 -1.692 0.15
B -1.331 1.357 -0.759 -0.73
O -1.199 2.683 -0.484 0.14
C -2.168 3.269 -1.362 -0.15
C -2.472 4.594 -1.494 0.07
H -5.161 7.669 -3.735 0.09
H -5.859 6.091 -3.392 0.09
H -4.612 6.264 -4.640 0.09
H -4.655 7.999 -1.368 0.09
H -3.607 6.897 -0.477 0.08
H -5.242 6.396 -0.922 0.09
H -2.864 8.259 -3.140 0.09
H -2.212 6.845 -3.970 0.09
H -1.811 7.143 -2.274 0.08
H -4.848 4.166 -3.868 0.11
H -4.241 1.786 -3.571 0.13
H -1.964 5.345 -0.903 0.13
```

* DFT total energy: -82685.152 eV
* 2S+1: 1
* gap between HOMO and LUMO (alpha / beta): 0.2052 / 0.2052 Eh
* charge: +2
* LUMO (alpha / beta): -7.26 / -7.26 eV
* molecular weight: 1016.3 g/mol

=====

(2)
Computed, not measured: 4 unconnected molecules or ions with the total composition C25H56BrN3O in a non-equilibrium geometry, with wB97M-V/def2-TZVPD.

Geometry as XYZ:
```
86
Properties=species:S:1:pos:R:3:lowdin_charge:R:1
Br -1.210 1.196 0.077 -0.21
C -3.320 -2.736 -0.924 0.03
C -4.300 -1.615 -0.517 -0.38
O -5.005 -1.835 0.389 0.20
N -4.051 -0.310 -1.270 0.06
H -3.457 0.343 -0.777 -0.02
H -3.593 -0.497 -2.151 0.15
C -5.252 0.595 -1.542 0.05
H -2.733 -3.029 -0.054 0.09
H -2.677 -2.509 -1.774 0.07
H -3.871 -3.635 -1.198 0.10
H -6.060 -0.102 -1.766 0.11
H -4.961 1.231 -2.378 0.11
H -5.388 1.153 -0.615 0.11
C 3.304 -2.826 2.358 -0.09
C 1.884 -2.662 1.795 -0.26
C 1.110 -1.503 2.278 -0.22
C 0.450 -1.685 3.654 -0.10
N -0.677 -0.642 3.923 -0.14
C -1.309 -0.993 5.313 -0.11
C -2.432 -1.999 5.135 -0.14
C -3.136 -1.502 3.802 -0.13
C -1.933 -0.968 2.952 -0.09
C -0.201 0.852 3.776 -0.07
C 0.876 1.087 4.942 -0.21
C 1.522 2.472 5.145 -0.08
H 3.221 -2.619 3.425 0.07
H 4.215 -2.437 1.904 0.07
H 3.588 -3.877 2.298 0.07
H 1.404 -3.513 2.278 0.11
H 1.846 -2.735 0.708 0.11
H 0.397 -1.277 1.485 0.08
H 1.847 -0.700 2.292 0.12
H 1.138 -1.789 4.493 0.13
H -0.036 -2.660 3.677 0.13
H -1.808 -0.102 5.695 0.14
H -0.505 -1.217 6.015 0.13
H -3.115 -1.891 5.978 0.12
H -2.208 -3.065 5.140 0.11
H -3.863 -0.717 4.012 0.11
H -3.760 -2.211 3.258 0.11
H -2.350 -0.124 2.403 0.05
H -1.670 -1.758 2.248 0.10
H -1.098 1.413 4.034 0.12
H 0.166 1.135 2.789 0.07
H 1.665 0.420 4.596 0.09
H 0.580 0.706 5.919 0.10
H 0.745 3.180 5.433 0.08
H 2.014 2.854 4.250 0.07
H 2.227 2.413 5.974 0.08
C 4.230 1.469 -0.341 -0.08
C 2.772 2.081 -0.399 -0.23
C 1.916 1.501 -1.446 -0.28
C 2.335 1.463 -2.917 -0.12
N 1.420 0.794 -3.904 -0.19
C 1.117 -0.625 -3.394 -0.12
C 0.717 -1.475 -4.585 -0.13
C 1.741 -0.949 -5.618 -0.13
C 2.097 0.501 -5.278 -0.07
C 0.077 1.561 -4.158 -0.08
C 0.053 3.098 -4.384 -0.19
C -1.410 3.476 -4.765 -0.08
H 4.711 1.633 0.623 0.07
H 4.905 1.895 -1.082 0.07
H 4.285 0.407 -0.583 0.06
H 2.965 3.075 -0.803 0.11
H 2.310 2.278 0.568 0.11
H 1.049 2.160 -1.414 0.05
H 1.671 0.477 -1.163 0.08
H 3.328 1.048 -3.090 0.13
H 2.486 2.493 -3.241 0.14
H 0.428 -0.630 -2.550 0.11
H 2.062 -1.060 -3.070 0.14
H -0.249 -1.147 -4.968 0.10
H 0.582 -2.540 -4.395 0.13
H 1.616 -1.204 -6.671 0.13
H 2.707 -1.446 -5.531 0.12
H 1.739 1.310 -5.914 0.12
H 3.090 0.949 -5.290 0.13
H -0.225 1.374 -3.128 0.09
H -0.432 0.914 -4.873 0.13
H 0.714 3.436 -5.183 0.11
H 0.390 3.673 -3.522 0.11
H -1.525 4.550 -4.615 0.08
H -2.138 3.062 -4.068 0.06
H -1.753 3.086 -5.724 0.08
```

* DFT total energy: -103377.183 eV
* 2S+1: 1
* gap between HOMO and LUMO: 0.3036 Eh
* charge: +2
* LUMO: -5.00 eV
* molecular weight: 494.6 g/mol

=====

(3)
Computed, not measured: a single C16H26N2O3 molecule, with wB97M-V/def2-TZVPD.

Geometry as XYZ:
```
47
Properties=species:S:1:pos:R:3:nbo_charge:R:1
C 4.306 -0.291 3.851 -0.60
C 3.266 -0.834 2.870 -0.03
C 3.969 -1.679 1.805 -0.62
C 2.237 -1.682 3.621 -0.51
C 1.109 -2.188 2.744 0.59
O 0.571 -3.257 2.955 -0.57
C 0.693 -1.293 1.664 -0.41
C -0.429 -1.693 0.850 0.17
N -0.852 -0.961 -0.103 -0.51
C -1.980 -1.349 -0.893 -0.23
C -3.160 -0.395 -0.665 -0.42
C -2.843 1.105 -0.820 -0.20
N -2.493 1.615 -2.126 -0.46
C -1.115 1.479 -2.550 -0.25
C -0.897 2.406 -3.750 -0.07
O -1.769 2.084 -4.809 -0.52
C -3.111 2.181 -4.391 -0.07
C -3.392 1.258 -3.203 -0.25
C 1.350 -0.115 1.407 0.53
O 0.982 0.690 0.436 -0.66
C 2.525 0.336 2.212 -0.47
H 3.833 0.304 4.630 0.21
H 4.843 -1.109 4.325 0.21
H 5.028 0.335 3.332 0.21
H 4.703 -1.083 1.268 0.21
H 3.254 -2.074 1.088 0.22
H 4.483 -2.518 2.270 0.21
H 2.711 -2.542 4.097 0.23
H 1.776 -1.082 4.412 0.23
H -0.883 -2.656 1.101 0.19
H -2.305 -2.376 -0.660 0.18
H -1.674 -1.316 -1.943 0.20
H -3.965 -0.675 -1.346 0.21
H -3.521 -0.541 0.356 0.21
H -2.033 1.373 -0.138 0.20
H -3.741 1.650 -0.504 0.19
H -0.456 1.778 -1.734 0.21
H -0.859 0.452 -2.859 0.16
H 0.115 2.300 -4.144 0.19
H -1.063 3.447 -3.435 0.16
H -3.721 1.904 -5.253 0.19
H -3.336 3.218 -4.100 0.16
H -4.423 1.396 -2.869 0.20
H -3.259 0.212 -3.531 0.17
H 0.179 0.252 -0.021 0.51
H 3.188 0.913 1.565 0.23
H 2.158 1.018 2.987 0.23
```

* DFT total energy: -26136.505 eV
* 2S+1: 1
* gap between HOMO and LUMO: 0.3323 Eh
* charge: 0
* LUMO: 0.65 eV
* molecular weight: 294.4 g/mol

=====

(4)
Computed, not measured: 4 unconnected molecules or ions with the total composition C4H18NO3 in a non-equilibrium geometry, with wB97M-V/def2-TZVPD.

Geometry as XYZ:
```
26
Properties=species:S:1:pos:R:3:nbo_charge:R:1
C 1.470 -0.553 1.980 -0.63
C 0.507 0.604 2.094 -0.26
N -0.310 0.594 0.834 -0.59
C -1.659 -0.024 0.982 -0.22
C -2.513 0.921 0.160 -0.65
H 2.441 -0.351 2.436 0.25
H 1.892 -0.592 0.990 0.19
H 0.907 -1.496 2.358 0.24
H -0.095 0.592 2.969 0.23
H 1.156 1.496 2.393 0.25
H 0.198 -0.233 0.107 0.50
H -0.259 1.566 0.350 0.49
H -1.912 0.003 2.026 0.22
H -1.576 -1.043 0.670 0.22
H -3.293 0.483 -0.375 0.25
H -3.022 1.774 0.849 0.23
H -1.994 1.601 -0.581 0.25
H 2.084 -2.058 -1.574 0.49
H 2.444 -1.425 -0.184 0.48
O 1.710 -1.584 -0.885 -0.95
H 0.588 0.843 -1.817 0.47
H 0.634 2.161 -2.399 0.47
O 0.175 1.659 -1.858 -0.94
H 0.713 -1.274 -4.292 0.48
H -0.240 -2.310 -3.652 0.48
O -0.045 -1.356 -3.581 -0.95
```

* DFT total energy: -12063.820 eV
* 2S+1: 1
* gap between HOMO and LUMO: 0.4329 Eh
* charge: +1
* LUMO: -2.75 eV
* molecular weight: 128.2 g/mol